Computed, not measured: the molecule C4H6N2, with the ωB97M-V functional and the def2-TZVPD basis.

Each line ends with the Mulliken charge.
Positions of all 12 atoms, in Å:
C -1.387 0.989 0.303  -1.080
C -0.168 0.119 0.230  0.526
C 0.054 -1.144 0.701  -0.397
N 1.168 -1.704 0.116  -0.574
C 1.575 -0.820 -0.755  -0.211
N 0.873 0.342 -0.650  -0.078
H -1.224 1.837 0.974  0.271
H -1.654 1.337 -0.691  0.325
H -2.177 0.394 0.754  0.279
H -0.572 -1.733 1.349  0.392
H 2.520 -0.873 -1.275  0.345
H 0.991 1.256 -1.055  0.202

Atomic forces in eV per Å
0.8 0.0 0.7
-0.1 -0.5 -0.2
0.0 -0.2 -0.2
-0.4 -0.1 -0.4
1.2 0.6 1.0
-1.2 0.3 0.1
-0.1 0.2 -0.2
-0.2 0.0 0.0
-0.2 0.1 -0.2
0.0 0.1 0.2
-0.2 -0.1 -0.2
0.4 -0.4 -0.5

HOMO level   -8.576 eV
E_LUMO   0.889 eV
Max |F|   1.7 eV/Å
Calculated total energy   -265.5262 hartree
ΔE to the lowest compared entry with this formula, charge and spin   0.2557 eV
Orbital gap   9.47 eV
SMILES   Cc1cnc[nH]1